Record 1
The following is a quantum chemistry calculation of a single CH3F2O2PS molecule at a distorted geometry, from the Open Molecules 2025 dataset.

Structure (XYZ):
```
10
Properties=species:S:1:pos:R:3:forces:R:3
C 0.215617 1.560582 -0.165697 0.11 -0.45 -0.33
O -0.099442 -1.011087 -0.839087 -0.86 -1.00 0.38
O -1.274909 -3.017637 -0.038663 -0.53 -0.35 -0.40
F 1.909310 -0.324499 0.342244 -0.16 0.46 -1.07
F -1.508010 -0.903680 1.257475 1.01 -0.93 -0.98
P 1.056795 0.144795 -1.010799 0.27 0.21 2.05
S -0.454883 -1.988070 0.468816 0.00 1.99 0.49
H 0.969971 2.244739 0.216531 0.12 0.05 -0.03
H -0.405682 2.091056 -0.884862 -0.05 0.05 -0.07
H -0.408767 1.203800 0.654042 0.09 -0.02 -0.03
```
Forces are in eV/Å.

As for the charge: 0. The value obtained for the maximum force is 0.0404 hartree/bohr. The molar mass comes out at 148.1 g/mol. As for the HOMO-LUMO gap: 10.64 eV. For the energy above the lowest of the compared OMol25 structures with the same formula, charge and spin, the calculation gives 9.5 kcal/mol. The HOMO energy is -0.3769 hartree. As for the spin multiplicity: 1. The total energy is -30740.463 eV.

---

Record 2
The following is a quantum chemistry calculation of a single CH3F2PS molecule at a distorted geometry, from the Open Molecules 2025 dataset.

Structure (XYZ):
```
8
Properties=species:S:1:pos:R:3:forces:R:3
F 0.630715 0.341170 1.762468 -0.81 0.05 -2.42
P 0.252550 0.959787 0.249452 0.80 0.42 3.24
C -0.020222 -0.541824 -0.884021 0.04 0.38 1.04
F -0.596843 -0.238494 -2.072694 0.57 1.10 -0.99
S -1.175933 -1.652637 -0.183100 -1.92 1.02 0.50
H 1.538601 1.502501 0.113094 -0.11 -0.15 -0.95
H -0.264616 2.223419 0.948203 -0.13 -1.21 -0.97
H -0.364252 -2.593921 0.066599 1.58 -1.61 0.55
```
Forces are in eV/Å.

As for the charge: 0. The value obtained for the maximum force is 0.0654 hartree/bohr. The molar mass comes out at 116.1 g/mol. As for the HOMO-LUMO gap: 7.88 eV. As for the SMILES: F[PH2]=C(F)S. For the energy above the lowest of the compared OMol25 structures with the same formula, charge and spin, the calculation gives 113.4 kcal/mol. The HOMO energy is -0.3092 hartree. As for the spin multiplicity: 1. The total energy is -26641.348 eV.

---

Record 3
The following is a quantum chemistry calculation of a gas-phase ion, CH3F3N2P (charge +1) at a distorted geometry, from the Open Molecules 2025 dataset.

Structure (XYZ):
```
10
Properties=species:S:1:pos:R:3:forces:R:3
N 1.904989 -0.343281 -0.114785 -0.44 0.98 -0.07
C 0.620071 -0.525246 0.077734 -1.31 -0.72 1.33
F 0.214325 -1.759825 0.485087 1.22 1.68 -1.08
N -0.399171 0.331657 0.075752 0.74 -0.92 -0.24
P -2.116373 -0.219441 0.174001 0.19 3.18 -3.43
F -2.513244 0.628848 1.394952 -0.07 0.17 -0.11
F -2.280397 1.163117 -1.297287 0.17 -3.05 3.50
H 2.370349 0.571281 -0.167884 -0.87 -0.30 -0.12
H 2.547555 -1.094455 -0.252087 0.05 -0.93 0.20
H -0.348106 1.247346 -0.375487 0.31 -0.09 0.03
```
Forces are in eV/Å.

As for the charge: +1. The value obtained for the maximum force is 0.0911 hartree/bohr. The molar mass comes out at 131.0 g/mol. As for the HOMO-LUMO gap: 11.43 eV. As for the SMILES: N/C(F)=[NH+]/P(F)F. For the energy above the lowest of the compared OMol25 structures with the same formula, charge and spin, the calculation gives 35.3 kcal/mol. The HOMO energy is -0.6101 hartree. As for the spin multiplicity: 1. The total energy is -21500.679 eV.

---

Record 4
The following is a quantum chemistry calculation of 2 unconnected molecules or ions with the total composition CH3F3NO2S at a distorted geometry, from the Open Molecules 2025 dataset.

Structure (XYZ):
```
11
Properties=species:S:1:pos:R:3:forces:R:3
C 0.024064 0.205959 -0.027919 -0.37 -0.13 0.09
N 3.459990 -0.391675 0.091684 -1.07 0.29 -0.03
O 1.683639 1.978663 1.232700 -0.38 -0.18 0.26
O 1.850763 1.802265 -1.251044 -0.31 -0.16 -0.32
F 4.600070 0.112042 -0.392614 0.15 -0.34 0.04
F 3.796311 -1.048024 1.217610 0.27 -0.05 -0.25
F 3.112111 -1.392505 -0.788407 0.42 0.17 0.24
S 1.328989 1.431142 -0.006274 0.39 -0.26 0.01
H -0.706007 0.489572 -0.789344 0.20 0.31 -0.08
H 0.439852 -0.761883 -0.311239 0.44 0.10 -0.06
H -0.439182 0.144084 0.956223 0.25 0.26 0.09
```
Forces are in eV/Å.

As for the charge: +1. The value obtained for the maximum force is 0.0216 hartree/bohr. The molar mass comes out at 150.1 g/mol. As for the HOMO-LUMO gap: 9.91 eV. For the energy above the lowest of the compared OMol25 structures with the same formula, charge and spin, the calculation gives 0.0 kcal/mol. The HOMO energy is -0.6293 hartree. As for the spin multiplicity: 1. The total energy is -25643.060 eV.

---

Record 5
The following is a quantum chemistry calculation of 2 unconnected molecules or ions with the total composition CH3F3O at a distorted geometry, from the Open Molecules 2025 dataset.

Structure (XYZ):
```
8
Properties=species:S:1:pos:R:3:forces:R:3
F -0.300581 1.418890 0.089243 0.40 -0.46 1.20
C 0.676118 0.973101 0.929917 -0.68 -0.77 -0.26
F 1.806051 1.383086 0.421952 1.47 0.13 -0.90
F 0.608163 1.516193 2.135822 -0.91 0.63 0.59
H 0.665124 -0.124623 1.087263 -0.30 0.51 -0.63
O -1.342763 -1.424431 -1.365729 0.62 -0.91 -0.52
H -1.604876 -1.872889 -2.201460 0.32 0.46 0.90
H -0.507236 -1.869327 -1.097008 -0.92 0.42 -0.38
```
Forces are in eV/Å.

As for the charge: 0. The value obtained for the maximum force is 0.0337 hartree/bohr. The molar mass comes out at 88.0 g/mol. As for the HOMO-LUMO gap: 12.36 eV. As for the SMILES: FC(F)F.O. For the energy above the lowest of the compared OMol25 structures with the same formula, charge and spin, the calculation gives 1.1 kcal/mol. The HOMO energy is -0.4316 hartree. As for the spin multiplicity: 1. The total energy is -11285.629 eV.

---

Record 6
The following is a quantum chemistry calculation of a molecular structure, CH3FGaO at a distorted geometry, from the Open Molecules 2025 dataset.

Structure (XYZ):
```
7
Properties=species:S:1:pos:R:3:forces:R:3
F -1.650463 0.451475 1.130775 -1.12 0.61 -0.05
O 0.793963 0.002959 -0.456841 3.52 -0.75 -2.00
Ga -0.670476 0.630517 -0.222094 -2.07 0.14 1.73
C 1.647102 -0.889577 0.289197 1.32 -1.47 0.71
H 2.435969 -1.364476 -0.326633 -0.71 0.75 -0.55
H 1.094675 -1.774527 0.660651 0.01 0.91 0.27
H 2.239693 -0.336435 1.043255 -0.94 -0.19 -0.11
```
Forces are in eV/Å.

As for the charge: +1. The value obtained for the maximum force is 0.0800 hartree/bohr. The molar mass comes out at 119.8 g/mol. As for the HOMO-LUMO gap: 7.69 eV. For the energy above the lowest of the compared OMol25 structures with the same formula, charge and spin, the calculation gives 0.0 kcal/mol. The HOMO energy is -0.6118 hartree. As for the spin multiplicity: 1. The total energy is -58216.823 eV.

---

Record 7
The following is a quantum chemistry calculation of a molecular structure, CH3FINS at a distorted geometry, from the Open Molecules 2025 dataset.

Structure (XYZ):
```
8
Properties=species:S:1:pos:R:3:forces:R:3
C 0.090915 -0.154978 -0.073686 -0.36 0.46 0.56
N 0.783793 -1.230326 -0.682219 1.40 -1.17 -0.61
F 2.315046 -2.524127 1.028814 -0.17 0.62 -1.63
S 2.062747 -1.959115 -0.563987 -0.11 1.27 2.01
I 4.068352 0.513352 0.005455 -0.84 -1.13 -0.26
H 0.255480 -0.125228 1.004334 -0.01 -0.03 -0.04
H -0.975150 -0.244506 -0.280123 0.06 0.01 -0.03
H 0.456764 0.775668 -0.517150 0.05 -0.03 -0.01
```
Forces are in eV/Å.

As for the charge: 0. The value obtained for the maximum force is 0.0463 hartree/bohr. The molar mass comes out at 207.0 g/mol. As for the HOMO-LUMO gap (spin up / spin down): 6.75 / 6.13 eV. For the energy above the lowest of the compared OMol25 structures with the same formula, charge and spin, the calculation gives 14.5 kcal/mol. The HOMO energy (spin up / spin down) is -0.3335 / -0.3267 hartree. As for the spin multiplicity: 1. The total energy is -24227.061 eV.

---

Record 8
The following is a quantum chemistry calculation of a gas-phase ion, CH3FNO2S (charge -1) at a distorted geometry, from the Open Molecules 2025 dataset.

Structure (XYZ):
```
9
Properties=species:S:1:pos:R:3:forces:R:3
C -0.448782 0.929742 0.761050 -4.83 -4.33 -3.43
N -0.541383 -0.682618 0.244478 1.60 3.71 1.97
O 1.037147 -2.794126 1.154244 -0.70 1.38 -0.36
O -1.260879 -2.511821 1.873773 -0.30 0.14 0.22
F -0.263017 1.519831 -0.447047 0.39 1.49 -0.61
S 0.019045 -1.801385 1.630747 -0.02 -0.79 0.08
H -1.411972 1.388875 1.203977 1.32 -1.09 -0.53
H 0.333020 1.035095 1.358332 3.54 0.45 2.58
H -1.522639 -0.708523 0.075818 -1.00 -0.96 0.08
```
Forces are in eV/Å.

As for the charge: -1. The value obtained for the maximum force is 0.1428 hartree/bohr. The molar mass comes out at 112.1 g/mol. As for the HOMO-LUMO gap: 7.57 eV. For the energy above the lowest of the compared OMol25 structures with the same formula, charge and spin, the calculation gives 39.9 kcal/mol. The HOMO energy is -0.1279 hartree. As for the spin multiplicity: 1. The total energy is -20223.045 eV.